Computed, not measured: a cluster of 2 separate species, C27H46F3N2O3PS2 in total, with wB97M-V/def2-TZVPD.

The geometry in XYZ format:
```
84
C27H46F3N2O3PS2 wB97M-V/def2-TZVPD
C -3.22818 1.70415 -0.01912
C -2.20166 1.75616 -1.16010
C -1.05190 2.73176 -0.91986
C -0.23853 2.40460 0.34365
C 1.26420 2.60910 0.15084
P 2.29575 2.34014 1.66736
C 3.84414 1.75281 0.84762
C 4.73273 0.78017 1.64967
C 5.21108 -0.39276 0.79217
C 4.15185 -1.47989 0.64884
N 4.60542 -2.52660 -0.26749
C 4.48906 -2.21104 -1.70148
C 3.20030 -2.56318 -2.44247
C 1.94065 -1.84369 -1.96831
C 0.70087 -2.27654 -2.74965
C 4.37886 -3.88066 0.06464
S 5.59041 -4.95433 -0.08624
S 2.78261 -4.61676 0.36391
C 1.73504 -3.56975 1.42196
C 0.28146 -4.06400 1.25796
C -0.45782 -4.28888 2.58504
C 1.54477 0.79882 2.35676
C 1.94337 0.51881 3.81470
O 0.82301 0.24717 4.64066
C 0.10417 -0.89729 4.29207
C -1.30273 -0.55420 3.79335
F -2.20504 -1.41227 4.30060
F -1.68211 0.68341 4.11532
F -1.39626 -0.65808 2.44573
H -2.79868 1.97510 0.94682
H -4.07327 2.36919 -0.20301
H -3.63884 0.69865 0.08564
H -2.71751 2.02394 -2.08692
H -1.79264 0.75567 -1.33182
H -0.37954 2.70717 -1.78302
H -1.44594 3.75149 -0.85860
H -0.41984 1.35495 0.59488
H -0.59673 2.98640 1.19847
H 1.60114 1.93110 -0.64363
H 1.46765 3.62674 -0.19445
H 4.40756 2.66159 0.62200
H 3.58940 1.30501 -0.12086
H 5.61172 1.31211 2.01671
H 4.20818 0.39666 2.52743
H 5.47397 0.00267 -0.19537
H 6.12386 -0.84403 1.18763
H 4.00348 -1.91903 1.63793
H 3.20422 -1.03165 0.32464
H 5.32045 -2.71367 -2.20361
H 4.67198 -1.13923 -1.80974
H 3.37808 -2.30251 -3.49296
H 3.02163 -3.64172 -2.42906
H 2.07140 -0.75746 -2.03588
H 1.76768 -2.07881 -0.91573
H -0.20449 -1.86689 -2.29671
H 0.74458 -1.94017 -3.78692
H 0.61409 -3.36509 -2.73244
H 1.82410 -2.52181 1.17321
H 2.06091 -3.72214 2.45251
H -0.26791 -3.36722 0.62229
H 0.29550 -5.01200 0.71226
H -1.10316 -3.45129 2.84419
H 0.23912 -4.44232 3.41158
H -1.09757 -5.16986 2.52966
H 1.72756 -0.08345 1.73080
H 0.46901 0.97585 2.34004
H 2.64701 -0.32287 3.85820
H 2.44050 1.37962 4.26140
H 0.60145 -1.46678 3.50145
H -0.00896 -1.53938 5.16788
O -6.91955 0.54664 -4.69713
N -6.26946 1.09949 -3.83580
O -5.37055 0.58085 -3.20652
C -6.59358 2.50625 -3.53041
C -7.62827 3.11816 -4.21300
C -7.92649 4.43761 -3.91012
C -7.19453 5.11600 -2.94383
C -6.15704 4.47945 -2.27466
C -5.85019 3.16006 -2.56633
H -8.18310 2.57231 -4.96119
H -8.73324 4.93579 -4.43020
H -7.43459 6.14501 -2.71080
H -5.58667 5.00837 -1.52301
H -5.04937 2.64225 -2.06202
```

The molecular weight comes out at 598.8 g/mol. The energy relative to the best compared isomer or geometry (same formula, charge and spin) is 0.000 eV. The calculation puts the LUMO energy at -0.01788 Ha. Its HOMO energy is -8.286 eV.